No. 1
ORCA calculation (ωB97M-V/def2-TZVPD) on a 2-piece molecular cluster, C3H4BrN overall.

## Properties
* frontier orbital gap (spin up / spin down): 9.082 / 6.377 eV
* ΔE to the lowest compared entry with this formula, charge and spin: 34.51 kcal/mol
* E_LUMO (spin up / spin down): 0.90 / -4.34 eV
* largest force on an atom: 4.206 eV/Å
* HOMO level (spin up / spin down): -8.18 / -10.72 eV
* E: -2745.24954 hartree

Geometry as ORCA input:
```
! wB97M-V def2-TZVPD RIJCOSX def2/J DEFGRID3
* xyz 0 3
C 2.100 0.442 0.653
C -1.058 -0.214 0.196
C -0.084 -0.324 -0.882
N 2.414 0.969 1.619
Br -0.299 1.001 -2.192
H -1.175 0.873 0.566
H -0.604 -0.898 1.111
H -2.019 -0.746 0.067
H 0.725 -1.103 -1.138
*
```

Atom charges from the natural (NBO) analysis, given in e for atoms 1 to 2: number 1, C, carries 0.408; number 2, C, carries -0.721

No. 2
ORCA calculation (ωB97M-V/def2-TZVPD) on a 2-piece molecular cluster, C3H4BrN3O5 overall.

## Properties
* frontier orbital gap (spin up / spin down): 7.800 / 8.496 eV
* ΔE to the lowest compared entry with this formula, charge and spin: 25.19 kcal/mol
* E_LUMO (spin up / spin down): -0.83 / -0.95 eV
* largest force on an atom: 3.153 eV/Å
* HOMO level (spin up / spin down): -8.63 / -9.44 eV
* E: -3230.84379 hartree

Geometry as ORCA input:
```
! wB97M-V def2-TZVPD RIJCOSX def2/J DEFGRID3
* xyz 0 1
C -0.917 -1.123 -0.468
C -1.071 -0.081 -1.587
C 0.376 -0.683 0.168
N 0.955 0.259 -0.663
N -0.102 0.282 2.365
N 1.540 1.424 -0.150
O 0.519 -0.363 3.119
O -0.915 1.136 2.361
O 1.776 2.294 -0.929
O 1.793 1.351 1.027
O 0.252 0.383 -1.853
Br 1.529 -1.915 1.010
H -1.750 -1.087 0.235
H -0.840 -2.142 -0.853
H -1.451 -0.495 -2.519
H -1.697 0.758 -1.261
*
```

Atom charges from the natural (NBO) analysis, given in e for atoms 1 to 2: number 1, C, carries -0.522; number 2, C, carries -0.078

No. 3
ORCA calculation (ωB97M-V/def2-TZVPD) on a 2-piece molecular cluster, C3H4BrNO overall.

## Properties
* frontier orbital gap: 9.409 eV
* ΔE to the lowest compared entry with this formula, charge and spin: 62.02 kcal/mol
* E_LUMO: 0.42 eV
* largest force on an atom: 3.031 eV/Å
* HOMO level: -8.99 eV
* SMILES: C=C=O.C=NBr
* E: -2820.61452 hartree

Geometry as ORCA input:
```
! wB97M-V def2-TZVPD RIJCOSX def2/J DEFGRID3
* xyz 0 1
C 1.327 2.100 0.305
C 1.116 0.904 0.696
C -1.329 -1.122 -1.061
N -0.794 -1.175 0.075
O 1.499 3.214 0.038
Br -0.961 -2.586 1.284
H 0.381 0.559 1.437
H 1.771 0.077 0.457
H -0.966 -0.275 -1.636
H -2.044 -1.697 -1.595
*
```

Atom charges from the natural (NBO) analysis, given in e for atoms 1 to 2: number 1, C, carries 0.703; number 2, C, carries -0.791

Question: Among the records above, which one has the lowest E?
Answer: C3H4BrN3O5

Question: Which value of ΔE to the lowest compared entry with this formula, charge and spin does entry 3 give?
Answer: 62.02 kcal/mol

Repeat the second record exactly.
ORCA calculation (ωB97M-V/def2-TZVPD) on a 2-piece molecular cluster, C3H4BrN3O5 overall.

## Properties
* frontier orbital gap (spin up / spin down): 7.800 / 8.496 eV
* ΔE to the lowest compared entry with this formula, charge and spin: 25.19 kcal/mol
* E_LUMO (spin up / spin down): -0.83 / -0.95 eV
* largest force on an atom: 3.153 eV/Å
* HOMO level (spin up / spin down): -8.63 / -9.44 eV
* E: -3230.84379 hartree

Geometry as ORCA input:
```
! wB97M-V def2-TZVPD RIJCOSX def2/J DEFGRID3
* xyz 0 1
C -0.917 -1.123 -0.468
C -1.071 -0.081 -1.587
C 0.376 -0.683 0.168
N 0.955 0.259 -0.663
N -0.102 0.282 2.365
N 1.540 1.424 -0.150
O 0.519 -0.363 3.119
O -0.915 1.136 2.361
O 1.776 2.294 -0.929
O 1.793 1.351 1.027
O 0.252 0.383 -1.853
Br 1.529 -1.915 1.010
H -1.750 -1.087 0.235
H -0.840 -2.142 -0.853
H -1.451 -0.495 -2.519
H -1.697 0.758 -1.261
*
```

Atom charges from the natural (NBO) analysis, given in e for atoms 1 to 2: number 1, C, carries -0.522; number 2, C, carries -0.078